Below is a cluster of 16 separate species, C32H96O16 in total at a distorted geometry, with properties calculated with the ωB97M-V functional and the def2-TZVPD basis.

Properties
2S+1 = 1
Kohn-Sham gap = 9.37 eV
energy relative to the best compared isomer or geometry (same formula, charge and spin) = 231.0 kJ/mol

Geometry as XYZ:
```
144
Properties=species:S:1:pos:R:3:lowdin_charge:R:1
C -0.7209 -0.7648 -6.5195 -0.070
C 0.3234 0.0330 -5.7458 -0.335
O 1.5931 -0.5179 -5.9299 -0.075
H -1.7391 -0.6209 -6.1579 0.056
H -0.5757 -1.8435 -6.5781 0.073
H -0.6100 -0.3991 -7.5403 0.073
H 0.1153 0.0873 -4.6773 0.090
H 0.3621 1.0518 -6.1313 0.114
H 2.2536 0.1652 -5.7933 0.082
C 3.1809 -0.4934 -2.4861 -0.059
C 4.0978 -1.6313 -2.9236 -0.334
O 5.0044 -2.0402 -1.9527 -0.076
H 2.5242 -0.9002 -1.7171 0.056
H 2.5163 -0.1237 -3.2669 0.054
H 3.7362 0.3684 -2.1160 0.065
H 4.5953 -1.4013 -3.8658 0.109
H 3.5131 -2.5192 -3.1641 0.105
H 4.5071 -2.1907 -1.1454 0.012
C -3.7366 -1.9369 0.3599 -0.059
C -4.0255 -0.7305 -0.5454 -0.281
O -5.3751 -0.7591 -1.0805 -0.079
H -3.8114 -2.8718 -0.1956 0.064
H -4.4496 -2.0195 1.1802 0.068
H -2.7445 -1.8598 0.8047 0.058
H -3.2600 -0.6270 -1.3144 0.076
H -3.9438 0.2466 -0.0692 0.098
H -5.5151 -0.0263 -1.6848 0.063
C -0.6951 -5.6951 1.5573 -0.074
C -1.3389 -4.3961 1.1447 -0.324
O -0.2818 -3.6732 0.5727 -0.101
H -1.2295 -6.2100 2.3557 0.076
H 0.3621 -5.5447 1.7760 0.073
H -0.7084 -6.3994 0.7256 0.076
H -1.7714 -3.8343 1.9726 0.088
H -2.1116 -4.5531 0.3921 0.103
H -0.5798 -3.1726 -0.1903 0.038
C -4.0182 1.5479 -5.1226 -0.065
C -3.2291 1.1269 -3.8604 -0.263
O -2.0718 1.9825 -3.8044 -0.120
H -3.4851 1.3512 -6.0527 0.070
H -4.2235 2.6151 -5.0391 0.059
H -4.9768 1.0393 -5.2252 0.072
H -2.9896 0.0663 -3.7845 0.094
H -3.8321 1.3768 -2.9875 0.098
H -2.3977 2.8828 -3.8741 0.022
C -0.0343 4.2908 1.1717 -0.081
C 0.9088 4.4333 2.3615 -0.286
O 1.3761 3.1359 2.6119 -0.119
H -0.9215 3.6829 1.3494 0.076
H 0.4139 3.9345 0.2442 0.053
H -0.3911 5.2876 0.9124 0.063
H 0.3803 4.7678 3.2542 0.111
H 1.7486 5.1139 2.2218 0.114
H 0.7394 2.6300 3.1221 0.016
C -2.5641 4.8267 -1.6374 -0.077
C -3.0923 5.5048 -2.8637 -0.292
O -2.9467 4.6143 -3.9567 -0.099
H -1.5602 4.4310 -1.7912 0.058
H -3.2479 4.0639 -1.2650 0.083
H -2.6218 5.5643 -0.8369 0.082
H -2.6306 6.4621 -3.1055 0.120
H -4.1651 5.6012 -2.6967 0.114
H -3.1472 5.0645 -4.7805 0.102
C -2.1433 -4.1948 -2.6427 -0.072
C -1.6702 -2.8158 -2.9673 -0.273
O -1.0058 -2.3610 -1.7698 -0.116
H -2.8933 -4.0389 -1.8672 0.058
H -1.4017 -4.8823 -2.2360 0.083
H -2.5953 -4.6695 -3.5135 0.081
H -2.4731 -2.1222 -3.2174 0.099
H -0.9435 -2.7292 -3.7751 0.112
H -0.9159 -1.4081 -1.8436 0.022
C -1.0471 1.1733 6.3784 -0.045
C 0.0189 1.8474 5.4062 -0.283
O -0.4595 1.9590 4.1149 -0.103
H -1.9836 1.7218 6.4799 0.072
H -0.6880 1.3014 7.3995 0.065
H -1.1441 0.1178 6.1242 0.044
H 0.9628 1.3022 5.4031 0.105
H 0.2899 2.8560 5.7184 0.112
H -1.0107 1.1873 3.9655 0.040
C 0.9974 3.4511 -3.0300 -0.070
C 1.8547 4.5457 -3.6601 -0.301
O 2.6557 3.9114 -4.6494 -0.084
H 0.4474 3.8579 -2.1814 0.039
H 1.6032 2.6137 -2.6839 0.077
H 0.1835 3.0607 -3.6409 0.059
H 2.5114 5.0563 -2.9557 0.108
H 1.2669 5.3557 -4.0921 0.105
H 3.0033 4.5738 -5.2510 0.077
C -4.2289 -0.5048 3.5012 -0.080
C -2.9406 -1.1916 3.8284 -0.265
O -1.7467 -0.3697 3.4923 -0.112
H -4.1010 -0.2687 2.4448 0.052
H -4.3117 0.4383 4.0414 0.084
H -5.1082 -1.1427 3.5895 0.089
H -2.8148 -2.0976 3.2355 0.092
H -3.0303 -1.4681 4.8789 0.103
H -0.9746 -0.9395 3.5183 0.033
C 4.2480 1.6311 0.4839 -0.090
C 4.9456 2.5627 1.4560 -0.339
O 4.1611 3.6675 1.7477 -0.067
H 3.9627 2.2098 -0.3945 0.072
H 3.3787 1.1380 0.9190 0.048
H 4.8740 0.7926 0.1787 0.076
H 5.9068 2.8484 1.0286 0.114
H 5.1192 2.0033 2.3752 0.093
H 3.3686 3.3416 2.1806 0.041
C 3.2187 -4.4145 0.1736 -0.074
C 3.0822 -3.0245 0.6603 -0.318
O 4.3633 -2.4361 0.6020 -0.095
H 3.6496 -5.0598 0.9391 0.081
H 3.8748 -4.4866 -0.6938 0.087
H 2.2161 -4.7628 -0.0749 0.070
H 2.7626 -2.9651 1.7007 0.099
H 2.3879 -2.4895 0.0124 0.109
H 4.9660 -2.9465 1.1478 0.104
C 0.0283 -2.8208 5.6098 -0.044
C 0.2943 -3.3674 4.2034 -0.337
O 0.1053 -2.3956 3.2531 -0.082
H -0.1829 -3.6738 6.2546 0.082
H -0.8451 -2.1689 5.6294 0.050
H 0.8808 -2.2222 5.9309 0.072
H -0.4581 -4.1328 4.0133 0.103
H 1.2632 -3.8601 4.1225 0.111
H 0.0615 -2.8408 2.4037 0.054
C 3.2794 -0.3116 3.2236 -0.073
C 3.5295 -1.5041 4.1330 -0.302
O 4.1283 -0.9794 5.2977 -0.058
H 4.2167 0.2024 3.0106 0.065
H 2.5846 0.4756 3.5163 0.072
H 2.9339 -0.6014 2.2312 0.053
H 4.2106 -2.0766 3.5033 0.100
H 2.6127 -2.0638 4.3181 0.079
H 4.4065 -1.6811 5.8908 0.082
C -0.0813 0.1812 0.5173 -0.017
C -0.7958 1.0328 -0.5994 -0.231
O -0.6742 0.3002 -1.8243 -0.115
H 0.0485 0.7611 1.4310 0.061
H 0.9088 -0.1663 0.2223 0.067
H -0.7206 -0.6598 0.7860 0.048
H -0.2722 1.9755 -0.7582 0.082
H -1.8315 1.3098 -0.4028 0.099
H -0.7615 0.9573 -2.5187 0.044
```